DFT (the ωB97M-V functional and the def2-TZVPD basis) results for a structure of composition C8H10Cl2N3S.

Each line ends with the Mulliken charge.
Positions of all 24 atoms, in Å:
C  -1.6367  -1.7025  1.2942  -0.133
C  -2.6148  -2.3138  2.0786  0.389
C  0.5892  1.4494  -2.0025  -0.280
C  1.8253  1.7624  -1.2738  -0.797
C  0.2192  1.3096  0.5171  -0.401
C  1.3287  -0.4703  -0.6709  -0.452
C  -0.4362  1.1800  -0.9251  -0.180
C  0.1957  0.0457  -1.6505  0.464
N  -0.6556  -1.1150  1.9844  -0.363
N  -2.2773  -2.2629  3.3495  -0.374
N  1.5799  0.8953  -0.0138  -0.255
S  -0.9445  -1.4653  3.5645  0.208
Cl  -3.9392  -3.1551  1.5034  -0.144
Cl  -0.6482  -1.1030  -2.6251  -0.127
H  0.2957  1.6575  -3.0017  0.511
H  -1.6317  -2.0297  0.2965  0.331
H  2.7622  1.5080  -1.6059  0.424
H  1.7858  2.8217  -1.1762  0.401
H  0.1181  2.2398  1.0001  0.350
H  0.0069  0.5513  1.1864  0.184
H  0.8400  -1.1954  -0.0997  0.167
H  2.2634  -0.9188  -0.9967  0.337
H  -1.4508  1.3886  -1.2535  0.457
H  2.4250  0.9224  0.5208  0.283

Atoms 1-6, force components in eV/Å:
0.54 -0.02 0.88
1.31 0.14 1.63
-0.72 -2.08 -0.26
-1.38 0.27 0.70
0.25 -0.33 -3.55
-0.96 1.34 -1.41

## Properties
Lowest unoccupied orbital energy, eV: -3.01
E_HOMO, eV: -12.64
ΔE to the lowest compared entry with this formula, charge and spin, kcal/mol: 3.8
Charge: +1
Multiplicity: 1
Orbital gap, Eh: 0.354